Record 1
Below is a 3-piece molecular cluster, C3H15N2O2 overall, with properties calculated with ωB97M-V with the def2-TZVPD basis set.

The value obtained for the largest force on an atom is 4.6 eV/Å. The multiplicity is 2. As for the calculated total energy: -10424.59715 eV.

XYZ file:
```
22
Properties=species:S:1:pos:R:3:forces:R:3:nbo_charge:R:1
N -1.58754 -1.17243 1.01140 0.870 -1.898 -2.573 -1.044
C -0.36238 -1.85789 0.41167 2.498 -0.537 2.131 -0.370
C 0.81630 -0.80834 0.28437 -0.663 0.108 0.074 -0.244
N 0.10238 0.20188 -0.57842 0.856 1.228 0.172 -0.697
C 0.53378 1.61151 -0.60496 -0.099 0.341 0.476 -0.407
H -2.10037 -1.78714 1.63625 -0.835 -1.188 0.263 0.272
H -1.40151 -0.40993 1.61135 0.738 1.978 0.529 0.428
H -2.12957 -0.93672 0.14732 -0.680 0.542 0.566 0.335
H -0.08640 -2.72927 1.08553 -0.370 1.073 -0.700 0.214
H -0.50763 -2.27954 -0.59268 -0.742 0.402 0.437 0.217
H 1.25883 -0.42821 1.33272 -1.540 -0.417 -2.410 0.219
H 1.69665 -1.28102 -0.23168 -0.723 0.281 0.311 0.188
H -0.00613 -0.05436 -1.56781 0.433 -0.642 0.903 0.400
H 0.21149 2.09086 0.43022 0.947 -0.518 -2.460 0.166
H 0.05309 2.10602 -1.51654 0.152 -0.472 1.608 0.212
H 1.63703 1.76000 -0.82300 -0.822 -0.126 0.760 0.158
H -1.43246 2.16663 3.32847 0.670 -2.049 -1.731 0.470
H -0.66413 2.23780 2.05588 0.642 0.596 -1.005 0.457
O -1.07766 1.56044 2.56705 -1.386 1.320 2.809 -0.978
H 1.95936 0.68313 -3.02719 0.856 0.338 0.000 0.478
H 1.73672 -0.67595 -3.69574 2.318 -3.153 -2.158 0.472
O 1.35017 0.00252 -3.26420 -3.120 2.794 1.998 -0.946
```
Forces are in eV/Å.

Record 2
Below is a 4-piece molecular cluster, C3H15N2O2 overall, with properties calculated with ωB97M-V with the def2-TZVPD basis set.

The value obtained for the largest force on an atom is 4.9 eV/Å. Its net charge is +1. As for the calculated total energy: -10415.98772 eV.

XYZ file:
```
22
Properties=species:S:1:pos:R:3:forces:R:3:nbo_charge:R:1
C -2.16663 -0.42618 0.52356 0.188 -4.134 -0.257 -0.273
N -1.18924 -1.46608 0.79144 1.901 1.556 -1.053 -0.547
C -1.64036 0.99124 0.26526 2.974 1.896 -1.072 -0.231
N -0.47494 1.19811 -0.71558 -2.082 -1.985 4.016 -0.389
C -0.61733 0.63269 -1.98864 2.200 2.414 -2.640 -0.466
H -2.95511 -0.61576 1.30905 0.775 1.285 -0.621 0.271
H -2.55235 -0.82109 -0.43070 -0.429 0.683 -0.105 0.250
H -0.53514 -1.15383 1.55073 0.126 -0.373 1.432 0.319
H -0.50440 -1.70148 -0.01217 -1.595 0.558 1.169 0.399
H -1.23589 1.43071 1.20663 -0.222 -0.571 0.120 0.243
H -2.50273 1.54094 -0.02085 -0.592 0.682 -0.687 0.242
H 0.39443 0.83578 -0.27340 -0.258 0.858 -0.295 0.402
H 0.17614 0.01086 2.14476 -0.756 -0.395 -1.076 0.069
H -0.89140 -0.36879 -2.03026 -0.697 -2.144 0.157 0.198
H 0.34932 0.75596 -2.54732 -0.580 -0.481 0.827 0.260
H -1.24537 1.21158 -2.63346 -1.137 0.289 -0.091 0.237
H 2.50432 -0.27086 -0.16302 0.621 0.357 -0.586 0.503
H 3.24330 0.45615 -1.38711 -0.508 -0.294 0.549 0.501
O 2.37946 0.22152 -1.00187 -0.134 -0.138 0.223 -1.004
H 1.69653 -0.45380 2.12470 1.772 -0.755 -0.078 0.451
H 3.10981 -1.26476 2.32056 -0.480 0.251 0.175 0.512
O 2.51350 -0.83431 1.69060 -1.087 0.437 -0.105 -0.948
```
Forces are in eV/Å.

Record 3
Below is a 4-piece molecular cluster, C3H15N2O3 overall, with properties calculated with ωB97M-V with the def2-TZVPD basis set.

The value obtained for the largest force on an atom is 5.4 eV/Å. Its net charge is +1. As for the calculated total energy: -12469.63298 eV.

XYZ file:
```
23
Properties=species:S:1:pos:R:3:forces:R:3:nbo_charge:R:1
C 0.41015 -2.61054 2.06072 -0.667 -0.832 -0.553 -0.675
C -0.26487 -1.53620 1.14847 -1.966 -1.496 0.047 0.269
C 0.30379 -0.31299 1.13888 -1.733 -1.945 -1.014 -0.228
N 0.14218 0.67222 0.09447 0.761 -1.553 -3.365 -0.697
N -1.46092 -1.90805 0.42917 3.116 3.020 0.429 -0.829
H 0.16326 -3.69158 1.85884 -0.374 1.234 -0.397 0.245
H 0.12912 -2.51441 3.12194 0.341 0.429 -0.401 0.254
H 1.48747 -2.61191 1.88455 -0.070 0.451 0.450 0.239
H 1.09109 -0.16388 1.77498 1.946 0.656 1.195 0.224
H 0.06846 1.60574 0.40670 -0.769 1.523 0.517 0.444
H -0.63081 0.42059 -0.64175 1.302 0.695 1.850 0.476
H 1.08579 0.70485 -0.43871 -1.543 -0.071 0.736 0.452
H -1.87114 -2.76485 0.50494 -0.345 -3.033 0.687 0.394
H -2.19728 -1.24587 0.30488 0.144 0.906 0.096 0.405
H -3.43132 0.91991 -1.19845 -0.403 1.283 0.218 0.492
H -3.19358 -0.45124 -1.47521 0.057 -1.248 -0.501 0.483
O -2.94894 0.19385 -0.82559 0.436 0.163 0.064 -0.959
H 0.73461 2.47110 -2.33914 1.687 -3.700 -3.515 0.452
H 0.35557 3.86603 -2.30562 -0.219 1.835 -0.965 0.493
O 0.41945 3.09321 -1.79647 -1.546 1.687 4.336 -0.940
H 2.58226 2.30442 -1.46842 -2.312 2.058 -2.503 0.458
H 3.88117 1.62352 -1.37017 0.916 -0.379 -0.389 0.484
O 3.14448 1.93608 -0.86901 1.241 -1.683 2.979 -0.936
```
Forces are in eV/Å.

Record 4
Below is a 4-piece molecular cluster, C3H15N2O3 overall, with properties calculated with ωB97M-V with the def2-TZVPD basis set.

The value obtained for the largest force on an atom is 1.3 eV/Å. Its net charge is +1. As for the calculated total energy: -12470.59202 eV.

XYZ file:
```
23
Properties=species:S:1:pos:R:3:forces:R:3:nbo_charge:R:1
C -1.93788 -0.97737 -1.47317 0.502 -0.270 -0.852 -0.665
C -1.32362 -0.10875 -0.44311 -0.536 0.242 0.094 -0.012
C -1.49951 1.20967 -0.37894 -0.172 0.160 -0.221 0.037
N -2.24507 1.96512 -1.23038 0.154 0.893 0.339 -0.783
N -0.56538 -0.73739 0.68000 -0.772 0.584 -0.877 -0.665
H -1.25472 -1.17130 -2.28880 0.662 -0.323 -0.135 0.240
H -2.72883 -0.48394 -2.03215 -0.497 0.091 0.603 0.241
H -2.26781 -1.95415 -1.13088 -0.255 0.022 0.241 0.231
H -1.07931 1.81858 0.40785 0.198 -0.177 0.305 0.208
H -2.53669 1.70383 -2.14860 0.052 -0.438 -0.186 0.403
H -2.14444 2.96061 -1.10537 -0.163 -0.140 -0.133 0.402
H -0.91984 -0.30872 1.53279 0.472 -0.226 0.413 0.454
H 0.42980 -0.55731 0.55572 -0.020 -0.291 0.268 0.450
H -0.75920 -1.73944 0.66613 0.383 0.010 0.183 0.452
H 4.21789 1.49861 -1.28088 -0.002 -0.109 0.190 0.480
H 4.40738 1.50974 0.24119 0.045 -0.023 -0.142 0.474
O 4.00698 1.00626 -0.47662 -0.106 0.088 -0.004 -0.954
H 1.35737 1.04975 3.65135 -0.021 -0.032 0.114 0.491
H 0.58780 -0.16948 4.19900 0.100 0.114 0.108 0.488
O 0.66919 0.41249 3.43712 -0.182 -0.171 -0.389 -0.976
H 2.01844 -1.84784 0.15849 0.327 -0.202 -0.196 0.473
H 2.08544 -2.83692 -1.00028 -0.064 0.041 -0.042 0.501
O 1.48200 -2.24204 -0.54046 -0.104 0.155 0.319 -0.970
```
Forces are in eV/Å.

Record 5
Below is a 4-piece molecular cluster, C3H15NO3 overall, with properties calculated with ωB97M-V with the def2-TZVPD basis set.

The value obtained for the largest force on an atom is 3.1 eV/Å. As for the calculated total energy: -10986.07192 eV. Its SMILES is CCCN.O.O.O.

XYZ file:
```
22
Properties=species:S:1:pos:R:3:forces:R:3:nbo_charge:R:1
C -0.25251 -0.58494 1.18840 -2.134 -0.095 0.604 -0.615
C -1.61870 0.15823 1.17029 0.539 0.685 -0.878 -0.409
C -1.54856 1.44977 0.32448 1.149 -1.758 -1.915 -0.218
N -0.95013 1.12122 -1.01926 0.066 -0.310 0.390 -0.852
H 0.53622 0.09731 0.96712 0.893 0.260 0.620 0.197
H -0.28462 -1.29855 0.37136 0.366 -0.346 0.212 0.211
H -0.27792 -1.08409 2.18319 1.009 0.162 -0.884 0.224
H -2.31425 -0.60339 0.78895 -0.462 0.741 0.275 0.198
H -1.84480 0.50288 2.16464 -0.513 -0.311 0.513 0.203
H -0.88093 2.16763 0.76313 0.076 0.441 0.936 0.161
H -2.44193 1.92707 -0.01661 -1.076 0.206 0.825 0.198
H -0.07946 0.61258 -0.89927 0.000 -0.119 0.071 0.353
H -0.64049 2.00723 -1.37508 -0.011 0.383 -0.647 0.342
O -0.87280 -2.31023 -1.78476 -0.392 1.357 -0.922 -0.939
H -0.77545 -1.79862 -2.62379 0.204 -0.836 0.680 0.471
H -1.48050 -1.69047 -1.34205 0.181 -0.426 0.166 0.470
O 2.69209 -1.42068 0.69906 -1.243 -1.278 -2.513 -0.942
H 2.13914 -1.86404 -0.04580 0.841 0.749 2.259 0.475
H 3.25954 -0.95068 0.07848 0.585 0.260 0.287 0.470
O 2.62533 0.89568 -0.73135 0.075 -0.294 -0.693 -0.966
H 2.43520 1.76641 -1.08424 0.054 0.187 0.285 0.480
H 2.57552 0.89969 0.22310 -0.205 0.343 0.328 0.487
```
Forces are in eV/Å.